ORCA calculation (ωB97M-V/def2-TZVPD) on a cluster of 8 separate species, C61H65O16P2S in total.

Summary:
**Calculated total energy**: -4647.882314 Ha
**Total charge**: -1
**2S+1**: 1

Bonds (Å) are listed after each position.
Cartesian coordinates (Å):
1 C 4.675 -3.065 1.214  H13 1.126, H68 1.118, C96 1.580, C128 1.586
2 H 3.043 7.925 5.233  C132 1.079
3 C -1.494 -0.923 -1.599  H19 1.083, C106 1.482, C112 1.333
4 O -0.325 4.685 10.374  C94 1.214
5 C -3.307 -6.854 -11.236  H10 1.083, C23 1.332, C28 1.481
6 C 4.816 7.725 3.974  C14 1.482, O54 1.212, C132 1.480
7 C 6.584 9.387 4.327  C14 1.332, C45 1.481, H133 1.083
8 C 2.495 2.338 3.096  H20 1.122, P72 1.915, C118 1.575, H130 1.132
9 H 6.456 -3.789 2.790  C17 1.125
10 H -3.922 -6.407 -10.465  C5 1.083
11 H 7.812 4.136 2.033  O29 0.971
12 H 0.646 -1.470 1.247  C42 1.121
13 H 5.671 -3.320 0.755  C1 1.126
14 C 6.141 8.315 3.672  C6 1.482, C7 1.332, H18 1.083
15 O -9.528 -3.055 -8.218  C85 1.215
16 H 8.602 1.207 5.239  C69 1.117
17 C 5.635 -4.492 3.102  H9 1.125, H83 1.119, C89 1.583, C96 1.601
18 H 6.721 7.829 2.897  C14 1.083
19 H -0.873 -0.042 -1.705  C3 1.083
20 H 2.617 2.070 4.178  C8 1.122
21 O 2.205 8.087 7.198  C48 1.215
22 H 3.781 2.758 6.272  C52 1.119
23 C -3.701 -7.920 -11.932  C5 1.332, C46 1.480, H131 1.083
24 H -6.401 -2.818 -9.724  C105 1.083
25 O 6.174 11.013 5.980  C45 1.217
26 H 4.694 1.562 2.742  P72 1.464
27 C -2.831 -2.780 -2.475  O87 1.216, C112 1.480, C123 1.478
28 C -1.993 -6.218 -11.484  C5 1.481, C31 1.482, O82 1.214
29 O 6.982 4.414 1.613  H11 0.971, P47 1.679
30 H 5.925 2.703 -1.042  O116 0.975
31 C -1.133 -6.812 -12.534  C28 1.482, C57 1.331, H124 1.083
32 C 6.848 2.389 4.573  C69 1.460, H117 1.107, C142 1.448
33 C 2.119 -1.318 2.940  C42 1.579, H59 1.127, C60 1.590, H88 1.117
34 H -9.611 -0.960 -1.424  C49 1.083
35 H 3.598 4.058 1.685  P72 1.460
36 O -4.596 -1.449 -5.881  C103 1.215
37 H -4.597 -1.145 -1.340  C93 1.080
38 C -7.779 -0.759 -2.608  C49 1.481, O53 1.216, C120 1.478
39 C 5.526 1.554 6.947  C52 1.449, C71 1.579, C125 1.456
40 H 2.063 4.243 9.458  C144 1.083
41 C -2.620 -2.573 -0.042  C106 1.482, C123 1.332, H145 1.083
42 C 1.628 -1.909 1.561  H12 1.121, C33 1.579, H70 1.128, C141 1.585
43 C 0.261 7.593 8.429  C48 1.481, C97 1.331, H135 1.083
44 H 1.479 0.234 4.455  C60 1.119
45 C 5.770 10.033 5.383  C7 1.481, O25 1.217, C65 1.480
46 C -2.842 -8.514 -12.980  C23 1.480, C57 1.482, O110 1.215
47 P 6.055 3.106 1.114  O29 1.679, P72 2.237, S80 1.977, O116 1.699
48 C 1.625 7.307 7.927  O21 1.215, C43 1.481, C92 1.481
49 C -8.531 -1.011 -1.357  H34 1.083, C38 1.481, C86 1.332
50 H -4.115 -5.648 -7.320  C139 1.083
51 H 3.471 -3.904 2.875  C96 1.123
52 C 4.823 2.430 6.031  H22 1.119, C39 1.449, C142 1.477
53 O -8.352 -0.510 -3.652  C38 1.216
54 O 4.413 6.748 3.381  C6 1.212
55 H 0.226 -0.288 3.206  C60 1.128
56 C -4.267 -3.690 -6.529  C103 1.482, H138 1.082, C139 1.332
57 C -1.528 -7.877 -13.229  C31 1.331, C46 1.482, H76 1.083
58 H 5.200 4.750 3.591  C127 1.128
59 H 1.916 -2.103 3.722  C33 1.127
60 C 1.308 -0.022 3.379  C33 1.590, H44 1.119, H55 1.128, C118 1.603
61 H 7.416 0.369 7.376  C125 1.112
62 C -5.290 -4.368 -8.651  O79 1.217, C105 1.481, C139 1.480
63 H 4.017 -5.177 1.705  C96 1.120
64 H 3.787 0.758 8.065  C71 1.114
65 C 4.447 9.441 5.684  C45 1.480, H81 1.082, C132 1.331
66 C -5.595 -2.046 -7.925  C103 1.481, C105 1.331, H109 1.083
67 C -10.800 -0.761 -5.828  C73 1.481, H108 1.083, C111 1.332
68 H 4.831 -2.121 1.793  C1 1.118
69 C 7.557 1.507 5.495  H16 1.117, C32 1.460, C125 1.453
70 H 1.487 -3.026 1.628  C42 1.128
71 C 4.830 1.084 8.285  C39 1.579, H64 1.114, H74 1.115, H129 1.124
72 P 4.129 2.803 2.209  C8 1.915, H26 1.464, H35 1.460, P47 2.237, H126 1.460, C127 1.929
73 C -12.157 -0.530 -6.374  C67 1.481, O78 1.214, C100 1.482
74 H 5.474 0.293 8.734  C71 1.115
75 H 2.190 0.717 1.520  C118 1.117
76 H -0.913 -8.325 -14.000  C57 1.083
77 O -5.847 -1.597 0.890  C122 1.214
78 O -12.938 0.221 -5.827  C73 1.214
79 O -5.497 -5.236 -9.478  C62 1.217
80 S 7.121 1.446 0.994  P47 1.977
81 H 3.866 9.924 6.459  C65 1.082
82 O -1.635 -5.245 -10.852  C28 1.214
83 H 6.014 -5.534 2.950  C17 1.119
84 H -8.946 -1.761 -6.043  C111 1.083
85 C -10.309 -2.303 -7.669  O15 1.215, C111 1.480, C136 1.482
86 C -7.901 -1.285 -0.216  C49 1.332, H98 1.083, C122 1.483
87 O -3.283 -3.380 -3.431  C27 1.216
88 H 3.213 -1.113 2.854  C33 1.117
89 C 5.231 -4.202 4.604  C17 1.583, H90 1.125, H102 1.117, H114 1.126
90 H 4.794 -3.165 4.612  C89 1.125
91 H 3.281 -0.765 0.479  C141 1.118
92 C 2.255 6.034 8.345  C48 1.481, H119 1.083, C144 1.332
93 C -5.674 -1.095 -1.402  H37 1.080, C120 1.331, C122 1.480
94 C 0.255 5.464 9.646  O4 1.214, C97 1.482, C144 1.481
95 H -5.770 -0.634 -3.467  C120 1.084
96 C 4.323 -4.231 2.221  C1 1.580, C17 1.601, H51 1.123, H63 1.120
97 C -0.375 6.738 9.226  C43 1.331, C94 1.482, H134 1.083
98 H -8.434 -1.473 0.708  C86 1.083
99 H 0.704 1.604 2.023  C118 1.124
100 C -12.525 -1.252 -7.615  C73 1.482, H113 1.083, C136 1.332
101 H -11.918 -2.608 -9.124  C136 1.083
102 H 6.101 -4.256 5.303  C89 1.117
103 C -4.801 -2.318 -6.705  O36 1.215, C56 1.482, C66 1.481
104 H 4.167 -2.723 -0.880  C128 1.126
105 C -5.822 -2.998 -8.828  H24 1.083, C62 1.481, C66 1.331
106 C -1.772 -1.370 -0.214  C3 1.482, C41 1.482, O107 1.212
107 O -1.325 -0.772 0.741  C106 1.212
108 H -10.546 -0.227 -4.921  C67 1.083
109 H -5.977 -1.039 -8.038  C66 1.083
110 O -3.200 -9.487 -13.614  C46 1.215
111 C -9.942 -1.583 -6.430  C67 1.332, H84 1.083, C85 1.480
112 C -1.987 -1.577 -2.650  C3 1.333, C27 1.480, H121 1.083
113 H -13.521 -1.072 -8.001  C100 1.083
114 H 4.441 -4.945 4.907  C89 1.126
115 H 2.043 -1.502 -0.595  C141 1.130
116 O 5.638 3.458 -0.496  H30 0.975, P47 1.699
117 H 7.401 2.704 3.668  C32 1.107
118 C 1.679 1.187 2.395  C8 1.575, C60 1.603, H75 1.117, H99 1.124
119 H 3.252 5.842 7.969  C92 1.083
120 C -6.304 -0.821 -2.543  C38 1.478, C93 1.331, H95 1.084
121 H -1.796 -1.265 -3.669  C112 1.083
122 C -6.422 -1.348 -0.150  O77 1.214, C86 1.483, C93 1.480
123 C -3.110 -3.226 -1.094  C27 1.478, C41 1.332, H140 1.083
124 H -0.176 -6.335 -12.702  C31 1.083
125 C 6.873 1.064 6.698  C39 1.456, H61 1.112, C69 1.453
126 H 3.658 2.137 0.998  P72 1.460
127 C 4.691 3.763 3.784  H58 1.128, P72 1.929, C142 1.571, H143 1.129
128 C 3.589 -2.889 0.073  C1 1.586, H104 1.126, H137 1.120, C141 1.579
129 H 4.829 1.971 8.976  C71 1.124
130 H 1.847 3.266 3.069  C8 1.132
131 H -4.659 -8.397 -11.764  C23 1.083
132 C 4.004 8.370 5.029  H2 1.079, C6 1.480, C65 1.331
133 H 7.549 9.833 4.121  C7 1.083
134 H -1.372 6.930 9.602  C97 1.083
135 H -0.183 8.529 8.113  C43 1.083
136 C -11.667 -2.074 -8.217  C85 1.482, C100 1.332, H101 1.083
137 H 2.978 -3.825 -0.009  C128 1.120
138 H -3.689 -3.871 -5.632  C56 1.082
139 C -4.496 -4.641 -7.433  H50 1.083, C56 1.332, C62 1.480
140 H -3.732 -4.107 -0.989  C123 1.083
141 C 2.630 -1.667 0.356  C42 1.585, H91 1.118, H115 1.130, C128 1.579
142 C 5.491 2.853 4.783  C32 1.448, C52 1.477, C127 1.571
143 H 3.745 4.014 4.348  C127 1.129
144 C 1.619 5.178 9.143  H40 1.083, C92 1.332, C94 1.481
145 H -2.815 -2.886 0.976  C41 1.083

---

ORCA calculation (ωB97M-V/def2-TZVPD) on a cluster of 16 separate species, C61H70ClF5N5O10 in total.

Summary:
**Calculated total energy**: -4351.343826 Ha
**Total charge**: -3
**2S+1**: 1

Bonds (Å) are listed after each position.
Cartesian coordinates (Å):
1 C -6.995 -2.294 -2.002  C98 1.379, C119 1.387, H150 1.080
2 C -0.436 5.894 4.759  C56 1.422, C96 1.387, H129 1.080
3 C 2.937 4.425 -4.892  H30 1.080, C95 1.415, C138 1.367
4 H -4.693 -2.191 2.989  C36 1.080
5 C -2.441 -6.367 1.561  N59 1.393, H133 1.080, C148 1.353
6 H 2.285 1.572 5.242  C45 1.090
7 N 3.555 4.402 2.075  C97 1.393, C123 1.342
8 H 6.607 -1.518 -2.904  C52 1.080
9 C 3.594 -2.938 -2.296  C49 1.443, C87 1.400, H145 1.080
10 C -3.427 -0.389 6.213  C31 1.366, C117 1.379, H128 1.080
11 C -3.031 -1.357 4.076  C31 1.403, C36 1.393, H111 1.080
12 C -1.589 -2.497 -5.505  H33 1.080, C107 1.405, C142 1.356
13 H 1.038 -4.796 -0.587  C79 1.090
14 C -0.148 2.333 -6.559  C15 1.397, C34 1.362, H140 1.080
15 C -0.086 2.050 -5.192  C14 1.397, H61 1.080, C124 1.424
16 H 1.654 -0.601 5.705  C125 1.090
17 H -0.363 -4.911 3.680  C41 1.080
18 H 3.777 -0.193 0.683  O32 0.960
19 O 3.812 -6.001 1.447  C131 1.428
20 H 4.741 5.971 2.535  C123 1.080
21 F -5.652 0.049 6.880  C117 1.348
22 H -0.989 2.938 3.019  C135 1.080
23 C 3.612 2.158 -4.299  C95 1.399, C139 1.354, H147 1.080
24 C -4.579 -2.562 -0.613  C94 1.366, H101 1.080, C112 1.397
25 Cl 0.860 -0.096 0.604  O53 1.443, O69 1.385, O118 1.458, O144 1.438
26 H -0.666 -0.707 -5.952  C142 1.080
27 H 3.579 -3.179 1.857  C40 1.090
28 C 2.361 6.162 0.229  C63 1.339, H76 1.080, C78 1.406
29 C 5.092 1.230 0.784  O32 1.430, H74 1.090, H120 1.090, H136 1.090
30 H 2.963 5.218 -5.625  C3 1.080
31 C -2.535 -0.832 5.278  C10 1.366, C11 1.403, H137 1.080
32 O 4.404 0.109 1.344  H18 0.960, C29 1.430
33 H -2.139 -2.434 -6.433  C12 1.080
34 C -1.343 2.306 -7.210  C14 1.362, H108 1.080, N130 1.396
35 C 6.162 -2.776 -1.241  N48 1.386, C52 1.369, H65 1.080
36 C -4.383 -1.585 3.827  H4 1.080, C11 1.393, C88 1.407
37 H 0.592 -0.561 -3.702  C86 1.080
38 F -7.505 -4.579 -1.234  C119 1.406
39 H 2.005 5.374 -3.297  C138 1.080
40 C 3.837 -3.782 2.729  H27 1.090, O114 1.419, H116 1.090, C131 1.548
41 C -0.948 -5.044 2.782  H17 1.080, N59 1.312, C72 1.391
42 H 2.165 -4.967 2.039  C131 1.090
43 C -2.733 3.488 -1.603  C44 1.404, H80 1.080, C121 1.426
44 C -4.090 3.828 -1.723  C43 1.404, C64 1.391, H92 1.080
45 C 2.558 2.293 4.472  H6 1.090, O66 1.468, H90 1.090, H127 1.090
46 C -2.423 1.604 -5.215  H83 1.080, C124 1.400, N130 1.387
47 O 2.583 -0.750 3.860  H81 0.960, C125 1.420
48 N 5.292 -3.657 -0.618  C35 1.386, C49 1.386
49 C 4.001 -3.670 -1.122  C9 1.443, N48 1.386, H57 1.080
50 C -1.821 -4.263 0.704  H55 1.080, C72 1.387, C148 1.384
51 H -3.301 -5.547 -0.185  C148 1.080
52 C 5.874 -2.150 -2.423  H8 1.080, C35 1.369, C87 1.347
53 O 0.567 0.346 1.947  Cl25 1.443
54 H -1.362 2.154 -0.711  C121 1.080
55 H -1.947 -3.471 -0.020  C50 1.080
56 C -0.425 4.504 4.462  C2 1.422, F132 1.302, C135 1.381
57 H 3.177 -4.102 -0.572  C49 1.080
58 H -0.423 -3.148 1.766  C72 1.080
59 N -1.746 -6.085 2.735  C5 1.393, C41 1.312
60 H -6.102 3.311 -1.156  C64 1.080
61 H 0.862 2.082 -4.676  C15 1.080
62 C -0.265 -2.293 -2.961  C86 1.396, H105 1.080, C134 1.358
63 C 3.250 6.616 1.122  C28 1.339, H106 1.080, C123 1.386
64 C -5.057 3.041 -1.106  C44 1.391, H60 1.080, C91 1.370
65 H 7.180 -2.763 -0.880  C35 1.080
66 O 3.567 1.833 3.510  C45 1.468, H75 0.960
67 H -0.069 -6.216 -0.728  C79 1.090
68 H 0.669 -1.445 4.427  C125 1.090
69 O -0.325 -0.357 -0.064  Cl25 1.385
70 H 1.923 -6.613 -1.910  O82 0.960
71 N 2.516 3.463 -2.676  C138 1.360, C139 1.334
72 C -0.949 -4.091 1.769  C41 1.391, C50 1.387, H58 1.080
73 H 4.420 -1.639 -3.801  C87 1.080
74 H 5.970 1.479 1.380  C29 1.090
75 H 3.725 2.578 2.926  O66 0.960
76 H 1.918 6.814 -0.510  C28 1.080
77 H -5.201 -4.540 -0.093  C112 1.080
78 C 1.902 4.834 0.277  C28 1.406, H89 1.080, C97 1.407
79 C 0.928 -5.872 -0.454  H13 1.090, H67 1.090, O82 1.454, H84 1.090
80 H -1.971 4.017 -2.155  C43 1.080
81 H 2.099 -0.031 3.447  O47 0.960
82 O 2.006 -6.706 -0.958  H70 0.960, C79 1.454
83 H -3.398 1.404 -4.795  C46 1.080
84 H 1.066 -6.053 0.612  C79 1.090
85 H -4.090 -0.652 -1.349  C94 1.080
86 C -0.074 -1.364 -3.984  H37 1.080, C62 1.396, C142 1.401
87 C 4.630 -2.243 -2.931  C9 1.400, C52 1.347, H73 1.080
88 C -5.260 -1.087 4.808  C36 1.407, H110 1.080, C117 1.415
89 H 1.208 4.373 -0.410  C78 1.080
90 H 2.875 3.137 5.085  C45 1.090
91 C -4.688 2.051 -0.234  C64 1.370, F99 1.388, C143 1.368
92 H -4.329 4.754 -2.225  C44 1.080
93 H -6.077 -0.286 -2.373  C98 1.080
94 C -4.829 -1.440 -1.350  C24 1.366, H85 1.080, C98 1.386
95 C 3.476 3.169 -5.256  C3 1.415, C23 1.399, H149 1.080
96 C -0.877 6.759 3.770  C2 1.387, C109 1.376, H141 1.080
97 C 2.471 4.031 1.282  N7 1.393, C78 1.407, H115 1.080
98 C -6.082 -1.265 -1.915  C1 1.379, H93 1.080, C94 1.386
99 F -5.586 1.256 0.463  C91 1.388
100 H 3.023 1.499 -2.362  C139 1.080
101 H -3.623 -2.647 -0.117  C24 1.080
102 H 1.959 -2.209 5.235  C125 1.090
103 C -1.343 4.897 2.320  C109 1.385, C135 1.403, H152 1.080
104 H 3.022 -5.656 3.348  C131 1.090
105 H 0.289 -2.267 -2.034  C62 1.080
106 H 3.613 7.630 1.049  C63 1.080
107 C -1.788 -3.469 -4.511  C12 1.405, H122 1.080, C134 1.477
108 H -1.294 2.516 -8.268  C34 1.080
109 C -1.284 6.261 2.553  C96 1.376, C103 1.385, H146 1.080
110 H -6.293 -1.340 4.623  C88 1.080
111 H -2.302 -1.767 3.392  C11 1.080
112 C -5.504 -3.608 -0.547  C24 1.397, H77 1.080, C119 1.404
113 F -1.462 -4.157 -2.260  C134 1.309
114 O 5.241 -3.636 2.593  C40 1.419
115 H 2.089 3.021 1.266  C97 1.080
116 H 3.425 -3.245 3.583  C40 1.090
117 C -4.784 -0.439 5.972  C10 1.379, F21 1.348, C88 1.415
118 O 1.658 0.975 0.020  Cl25 1.458
119 C -6.706 -3.422 -1.247  C1 1.387, F38 1.406, C112 1.404
120 H 5.370 0.973 -0.238  C29 1.090
121 C -2.408 2.423 -0.712  C43 1.426, H54 1.080, C143 1.335
122 H -2.488 -4.259 -4.742  C107 1.080
123 C 3.914 5.683 1.902  N7 1.342, H20 1.080, C63 1.386
124 C -1.247 1.670 -4.460  C15 1.424, C46 1.400, H151 1.080
125 C 1.664 -1.243 4.824  H16 1.090, O47 1.420, H68 1.090, H102 1.090
126 H -3.038 0.950 0.578  C143 1.080
127 H 1.657 2.609 3.946  C45 1.090
128 H -2.955 -0.065 7.129  C10 1.080
129 H -0.123 6.136 5.765  C2 1.080
130 N -2.514 1.893 -6.569  C34 1.396, C46 1.387
131 C 3.179 -5.144 2.398  O19 1.428, C40 1.548, H42 1.090, H104 1.090
132 F -0.090 3.623 5.361  C56 1.302
133 H -3.095 -7.224 1.626  C5 1.080
134 C -1.199 -3.256 -3.173  C62 1.358, C107 1.477, F113 1.309
135 C -0.825 3.981 3.248  H22 1.080, C56 1.381, C103 1.403
136 H 4.531 2.160 0.700  C29 1.090
137 H -1.462 -0.921 5.363  C31 1.080
138 C 2.426 4.435 -3.624  C3 1.367, H39 1.080, N71 1.360
139 C 3.048 2.308 -3.077  C23 1.354, N71 1.334, H100 1.080
140 H 0.775 2.481 -7.100  C14 1.080
141 H -0.854 7.811 4.012  C96 1.080
142 C -0.710 -1.503 -5.224  C12 1.356, H26 1.080, C86 1.401
143 C -3.366 1.727 -0.096  C91 1.368, C121 1.335, H126 1.080
144 O 1.609 -1.324 0.596  Cl25 1.438
145 H 2.544 -2.987 -2.543  C9 1.080
146 H -1.622 6.971 1.813  C109 1.080
147 H 4.106 1.248 -4.604  C23 1.080
148 C -2.576 -5.418 0.606  C5 1.353, C50 1.384, H51 1.080
149 H 3.816 2.958 -6.259  C95 1.080
150 H -7.939 -2.167 -2.511  C1 1.080
151 H -1.268 1.540 -3.388  C124 1.080
152 H -1.697 4.539 1.364  C103 1.080